No. 1
ORCA calculation (ωB97M-V/def2-TZVPD) on C30H39N8O5V as an isolated structure in a non-equilibrium geometry.

```
83
Properties=species:S:1:pos:R:3:forces:R:3
V 0.320736 0.098404 1.000502 -0.71 1.01 -0.99
O -2.026501 -1.413861 3.939755 0.10 0.03 0.11
C -1.258125 -0.769458 3.236256 -0.03 -0.07 -0.14
N -0.457767 -1.211504 2.224495 -0.10 -0.33 0.20
C -0.327317 -2.552413 1.829199 0.05 0.19 0.21
C -1.040607 -3.615181 2.382322 -0.02 -0.10 -0.05
C -0.915859 -4.893228 1.850915 0.01 -0.01 -0.02
C -0.050388 -5.124428 0.791122 0.00 0.02 -0.05
C 0.709492 -4.079055 0.263650 -0.06 -0.02 0.10
C 0.572879 -2.778057 0.753756 0.08 0.11 0.02
N 1.176129 -1.621808 0.183833 -0.10 -0.55 0.43
C 2.277416 -1.766281 -0.565349 -0.03 -0.08 -0.35
O 2.955750 -2.773424 -0.774541 -0.08 0.11 0.11
C 2.738102 -0.550830 -1.346708 0.17 -0.01 0.15
C 4.008710 -0.033375 -1.082985 -0.03 0.03 -0.12
C 4.533104 0.917844 -1.935524 -0.01 -0.07 -0.02
C 3.777052 1.312745 -3.035696 0.05 0.03 -0.01
C 2.522798 0.755719 -3.201777 -0.02 0.00 0.00
N 1.989994 -0.148347 -2.372756 0.01 0.02 -0.04
C -1.128597 0.721122 3.399588 -0.12 -0.20 0.05
C -1.569502 1.351994 4.549070 -0.12 -0.13 -0.15
C -1.436800 2.724982 4.660406 0.02 0.04 0.01
C -0.888608 3.414963 3.586292 -0.01 0.11 -0.05
C -0.468359 2.715755 2.472605 -0.10 0.11 -0.11
N -0.547845 1.379809 2.369233 0.55 -0.29 0.92
H -1.705765 -3.419849 3.207586 0.00 0.00 0.01
H -1.469919 -5.711080 2.293045 -0.02 -0.01 0.00
H 0.097806 -6.129339 0.412000 0.00 -0.01 0.01
H 1.431767 -4.276414 -0.512493 0.02 0.00 -0.02
H 4.570587 -0.418714 -0.243734 0.01 -0.01 0.02
H 5.523571 1.321963 -1.770337 0.01 0.02 0.00
H 4.154194 2.026273 -3.755364 0.01 0.01 0.00
H 1.914149 1.041494 -4.054437 -0.01 -0.01 -0.01
H -2.015667 0.742381 5.322203 0.00 0.00 0.01
H -1.764530 3.247726 5.547761 0.01 0.01 0.01
H -0.792086 4.492569 3.605952 0.00 0.00 0.00
H -0.075098 3.239378 1.607488 0.08 0.03 0.02
C 3.535184 4.353747 1.031649 0.00 0.01 0.01
N 3.203928 3.044468 1.573826 0.05 -0.14 -0.11
C 3.712886 2.703626 2.898479 -0.03 -0.02 -0.04
C 2.360635 2.220293 0.952703 -0.06 -0.05 -0.13
O 2.039075 1.110927 1.394774 0.52 0.23 0.46
C 1.761914 2.628085 -0.381082 0.06 0.17 -0.09
O 0.637853 1.788551 -0.546359 1.01 0.22 0.26
C -0.286876 2.131508 -1.524388 -0.22 -0.14 -0.09
C -1.566941 1.529489 -0.967839 -0.16 0.10 -0.20
O -1.493368 0.878173 0.070106 -0.49 -0.14 -0.51
N -2.706083 1.714661 -1.662206 0.05 -0.16 0.23
C -3.966655 1.264015 -1.092592 -0.06 -0.02 0.02
C -2.787557 2.618178 -2.795659 0.01 0.07 -0.09
H 4.303756 4.793817 1.660337 0.02 0.01 -0.02
H 3.932782 4.280079 0.019557 -0.02 0.00 -0.03
H 2.671707 5.022626 1.039119 0.01 0.02 0.00
H 4.793251 2.836929 2.917237 0.01 -0.01 0.02
H 3.252694 3.351704 3.646115 0.02 0.00 0.03
H 3.467036 1.670278 3.120069 0.01 0.02 0.01
H 1.460364 3.680864 -0.391858 -0.05 -0.04 0.01
H 2.499268 2.466582 -1.178419 -0.06 0.06 0.09
H -0.362687 3.216533 -1.654868 -0.06 -0.01 0.11
H -0.028715 1.688939 -2.494515 -0.01 -0.05 0.05
H -3.764904 0.590873 -0.264474 0.00 0.04 0.00
H -4.546946 2.111556 -0.722313 -0.01 0.00 0.01
H -4.550915 0.750223 -1.856938 -0.01 0.00 0.00
H -1.896884 2.557249 -3.417985 0.01 0.00 0.03
H -3.635168 2.324963 -3.412645 0.01 0.00 0.01
H -2.936731 3.654683 -2.482240 -0.01 0.00 0.01
N -2.261267 -4.250783 -2.020816 0.05 0.01 0.09
C -1.506920 -3.413760 -3.027591 -0.15 -0.12 0.06
C -0.761047 -2.351117 -2.235092 0.18 -0.10 0.08
N -1.611211 -1.562251 -1.371232 -0.28 0.00 -0.35
C -2.486147 -2.352069 -0.531336 0.05 -0.07 0.14
C -3.276338 -3.412582 -1.281245 0.06 -0.12 -0.16
H -1.587379 -4.612625 -1.324277 0.00 0.01 0.02
H -2.701990 -5.053133 -2.466204 -0.01 0.01 -0.01
H -2.261334 -3.010397 -3.705079 0.06 0.02 -0.02
H -0.838533 -4.078017 -3.573406 0.04 0.03 0.01
H -0.162773 -1.708748 -2.880298 -0.09 0.02 -0.04
H -0.052987 -2.881098 -1.595582 0.08 0.10 -0.10
H -2.127551 -0.858112 -1.883690 0.00 -0.02 -0.06
H -3.153394 -1.697305 0.028695 -0.03 -0.04 -0.01
H -1.873763 -2.878524 0.205545 -0.09 0.07 0.01
H -3.948137 -3.007714 -2.039662 -0.01 0.01 0.03
H -3.826015 -4.073871 -0.613621 0.00 0.03 0.04
```
Positions in Å, forces in eV/Å.

Results
**Net charge**: +1
**Multiplicity**: 2
**Electronic energy**: -2924.69092 a.u.
**HOMO-LUMO gap (spin up / spin down)**: 6.3 / 4.5 eV
**Expectation value of S²**: 0.91
**Energy relative to the best compared isomer or geometry (same formula, charge and spin)**: 0.0 kJ/mol
**HOMO (spin up / spin down)**: -8.5598 / -6.7693 eV

***

No. 2
ORCA calculation (ωB97M-V/def2-TZVPD) on C30H39NO8PS4Y as an isolated structure.

```
84
Properties=species:S:1:pos:R:3:forces:R:3
Y -0.197479 -0.312898 -0.382080 -0.51 0.26 0.12
S 0.359091 -0.238251 2.380492 -0.06 -0.04 -0.03
C 1.959891 -0.000370 1.747182 0.02 -0.02 -0.10
C 3.095773 0.246421 2.530521 0.02 0.00 -0.01
C 4.317981 0.389353 1.912595 -0.02 0.00 0.02
C 4.416366 0.288291 0.524360 0.01 0.00 0.01
C 3.262089 0.049404 -0.185738 0.00 0.00 -0.01
N 2.071921 -0.088578 0.407155 0.05 -0.02 -0.01
H 2.989583 0.319583 3.603419 -0.01 0.00 0.00
H 5.203231 0.579505 2.506950 0.00 0.00 0.00
H 5.363224 0.393124 0.015193 0.00 0.00 -0.01
H 3.261048 -0.046602 -1.265524 -0.01 0.00 0.00
C -0.522837 3.427898 -10.409141 0.12 -0.04 -0.06
C -0.242468 2.639768 -9.154340 -0.38 0.14 0.19
O 0.281872 3.101054 -8.179800 0.16 -0.04 -0.07
S -0.918468 0.982795 -9.219547 0.10 -0.06 -0.03
C -0.543005 0.418643 -7.582544 -0.03 0.03 -0.06
C -1.381904 0.750886 -6.525335 0.01 -0.02 0.04
C -1.082539 0.323316 -5.244327 0.01 0.00 -0.03
C 0.059888 -0.449404 -5.005959 -0.07 0.02 0.03
C 0.887543 -0.787186 -6.077557 0.03 -0.02 0.01
C 0.588960 -0.353669 -7.358065 0.00 0.00 0.01
C 0.360900 -0.848000 -3.661868 0.11 0.01 -0.04
C 0.599223 -1.111397 -2.491788 0.09 0.00 0.12
H 0.318968 4.087895 -10.608088 0.01 0.00 -0.01
H -1.406941 4.042470 -10.232207 0.01 -0.02 0.02
H -0.710621 2.781767 -11.264699 0.00 0.01 -0.01
H -2.263361 1.351731 -6.707619 0.00 0.00 -0.01
H -1.717295 0.586474 -4.407664 0.00 0.00 0.00
H 1.771224 -1.383868 -5.894194 0.00 0.00 0.00
H 1.237979 -0.605873 -8.186332 0.00 0.00 0.00
C 0.220770 2.846662 -2.788790 -0.04 -0.01 0.04
S -0.868313 2.429579 -1.463240 0.01 -0.02 -0.02
O -1.574742 1.196481 -1.882798 0.07 -0.16 0.15
O -1.702720 3.560117 -1.180251 -0.01 0.00 -0.03
O 0.012905 2.011037 -0.331051 0.03 -0.05 -0.09
H -0.383518 3.157656 -3.637998 0.00 0.00 0.00
H 0.800729 1.959278 -3.038369 0.02 0.02 -0.01
H 0.860599 3.660279 -2.455892 0.00 0.00 -0.01
C -8.968320 -0.352533 -0.376376 0.02 0.00 0.01
C -7.528628 -0.027994 -0.087525 -0.02 0.00 -0.01
C -7.037181 1.261480 -0.253722 0.00 -0.01 0.00
C -5.707799 1.558051 0.014824 0.03 0.00 -0.01
C -4.873306 0.554047 0.475253 0.01 0.04 -0.04
C -5.335773 -0.744112 0.638812 0.01 -0.02 0.03
C -6.658773 -1.026533 0.355476 0.02 0.01 0.00
S -3.179632 0.969773 0.806546 -0.01 0.12 0.07
C -3.231367 0.980597 2.596264 0.03 0.00 -0.04
O -2.388828 -0.287749 0.491879 0.13 -0.10 -0.05
H -9.459912 0.462920 -0.904185 0.00 0.00 0.00
H -9.514479 -0.530529 0.551935 -0.01 0.00 0.00
H -9.051393 -1.254024 -0.983778 0.00 0.00 0.00
H -7.695082 2.041202 -0.616861 0.00 0.00 0.00
H -5.316802 2.555143 -0.149934 -0.01 0.00 0.00
H -4.654740 -1.520083 0.965389 0.00 -0.01 0.00
H -7.026637 -2.039134 0.472336 0.00 0.00 0.00
H -3.595473 0.016691 2.948371 0.00 0.00 -0.01
H -3.883435 1.790788 2.919698 0.00 0.00 -0.01
H -2.206694 1.154024 2.925153 -0.01 0.00 0.02
C 0.367754 -4.706335 -2.620192 0.00 0.01 0.02
C 1.303009 -4.656828 -1.433826 -0.03 0.02 -0.06
O 0.559938 -4.710959 -0.196836 0.03 0.00 0.07
P 0.466852 -3.336489 0.660272 0.06 -0.08 -0.12
O -0.868948 -2.631857 -0.029310 0.00 0.08 0.01
C -2.166186 -3.281074 -0.039671 0.02 -0.01 -0.06
C -2.887552 -2.933108 -1.320249 -0.01 0.00 0.02
O -0.227137 -3.944317 1.978607 -0.03 -0.01 0.01
C 0.491555 -3.873393 3.224773 0.03 -0.02 0.01
C 1.104152 -5.216762 3.552065 -0.02 0.03 0.00
H 0.946524 -4.771807 -3.542834 0.00 0.00 0.00
H -0.225991 -3.793975 -2.668502 0.02 -0.01 -0.02
H -0.290196 -5.573955 -2.556460 0.01 -0.01 0.00
H 1.899967 -3.739868 -1.470683 0.01 -0.01 0.03
H 1.979367 -5.511677 -1.420485 -0.01 0.00 0.01
H -2.703901 -2.934233 0.842009 0.00 0.00 0.00
H -2.004046 -4.355331 0.044707 0.00 0.00 0.00
H -3.007266 -1.854232 -1.422222 -0.01 0.01 0.00
H -3.881626 -3.385032 -1.310450 0.00 0.00 0.00
H -2.346831 -3.311389 -2.186693 0.00 0.01 0.00
H -0.235584 -3.568931 3.976402 0.00 0.00 0.00
H 1.248909 -3.087878 3.163950 -0.02 0.00 0.00
H 0.332765 -5.982997 3.626900 0.01 -0.01 -0.01
H 1.634899 -5.161323 4.503765 0.00 -0.01 0.00
H 1.810964 -5.515785 2.777269 0.01 0.00 0.01
```
Positions in Å, forces in eV/Å.

Results
**Multiplicity**: 1
**Electronic energy**: -3795.87007 a.u.
**HOMO-LUMO gap**: 8.0 eV
**Energy relative to the best compared isomer or geometry (same formula, charge and spin)**: 0.0 kJ/mol
**HOMO**: -7.6101 eV